Version 1
{
  "formula": "C2H5NOS",
  "method": "ωB97M-V with the def2-TZVPD basis set",
  "elements": ["S", "O", "N", "C", "C", "H", "H", "H", "H", "H"],
  "xyz": [[-1.35, -2.23, 0.73], [1.13, 0.51, 0.14], [-0.51, -1.02, -0.09], [0.46, -0.53, 0.52], [0.50, 1.26, -0.86], [0.92, -0.92, 1.46], [-0.49, 1.63, -0.62], [0.50, 0.68, -1.76], [-2.36, -1.42, 1.46], [1.20, 2.04, -0.97]],
  "lowdin_charge": [0.646, -0.063, -0.389, -0.443, -0.080, 0.136, 0.099, 0.093, -0.078, 0.079],
  "gap_ev": 9.4,
  "smiles": "CO/C=N/S"
}

---

Version 2
{
  "formula": "C2H5NOS",
  "method": "ωB97M-V with the def2-TZVPD basis set",
  "elements": ["S", "O", "N", "C", "C", "H", "H", "H", "H", "H"],
  "xyz": [[0.62, 1.50, -0.48], [-1.06, -1.29, 1.23], [-0.24, -0.94, -1.21], [0.08, -0.45, 1.12], [0.25, -0.20, -0.29], [-0.16, 0.68, 1.27], [-1.97, -0.59, 1.44], [-0.19, -0.40, -2.14], [-0.42, -1.97, -0.86], [0.97, -0.94, 1.65]],
  "lowdin_charge": [0.526, -0.162, 0.093, -0.374, -0.866, 0.048, 0.240, 0.155, 0.186, 0.155],
  "gap_ev": 8.4,
  "smiles": "NC(=S)CO"
}

---

Most stable = version 1

---

Version 1
{
  "formula": "C7H10O",
  "method": "ωB97M-V with the def2-TZVPD basis set",
  "elements": ["O", "C", "C", "C", "C", "C", "C", "C", "H", "H", "H", "H", "H", "H", "H", "H", "H", "H"],
  "xyz": [[-0.57, -2.64, -2.72], [-0.28, 0.89, 0.23], [0.68, 2.08, 0.69], [-0.54, 0.68, -1.25], [-0.41, -1.72, -1.98], [0.35, -0.62, 0.31], [-0.21, -0.73, -1.14], [-0.02, -1.75, 1.26], [-1.54, 0.94, -1.57], [-0.35, -2.63, 0.75], [-0.94, -1.55, 1.91], [0.48, 2.45, 1.72], [-1.23, 0.92, 0.78], [1.39, -0.63, 0.25], [1.71, 1.75, 0.68], [0.85, -1.76, 2.01], [0.55, 2.94, 0.05], [0.09, 1.39, -1.99]],
  "lowdin_charge": [0.138, -0.252, -0.052, -0.165, -0.100, -0.233, -0.217, -0.064, 0.103, 0.060, 0.093, 0.075, 0.135, 0.101, 0.062, 0.099, 0.056, 0.162],
  "gap_ev": 9.3,
  "smiles": "C[C@H]1CC(=C=O)[C@@H]1C"
}

---

Version 2
{
  "formula": "C7H10O",
  "method": "ωB97M-V with the def2-TZVPD basis set",
  "elements": ["O", "C", "C", "C", "C", "C", "C", "C", "H", "H", "H", "H", "H", "H", "H", "H", "H", "H"],
  "xyz": [[1.94, 2.94, 0.16], [1.19, 2.00, 0.29], [0.49, 1.32, -0.85], [-2.14, -0.07, 0.73], [-1.44, -0.92, 0.01], [0.58, -2.05, 0.73], [0.87, -0.18, -0.90], [0.04, -1.09, -0.01], [-1.70, 0.71, 1.35], [-0.59, 1.42, -0.77], [1.91, -0.26, -0.61], [-3.23, -0.05, 0.80], [1.63, -2.32, 0.67], [1.00, 1.57, 1.29], [-0.07, -2.61, 1.39], [-1.98, -1.67, -0.56], [0.75, -0.55, -1.92], [0.76, 1.80, -1.79]],
  "lowdin_charge": [0.057, -0.276, -0.156, 0.009, -0.158, 0.054, -0.152, -0.330, 0.063, 0.102, 0.114, 0.060, 0.067, 0.130, 0.067, 0.108, 0.122, 0.117],
  "gap_ev": 10.4,
  "smiles": "C=CC(=C)CCC=O"
}

---

Version 3
{
  "formula": "C7H10O",
  "method": "ωB97M-V with the def2-TZVPD basis set",
  "elements": ["O", "C", "C", "C", "C", "C", "C", "C", "H", "H", "H", "H", "H", "H", "H", "H", "H", "H"],
  "xyz": [[2.40, 1.42, -0.20], [0.00, 0.18, 0.88], [-1.03, 0.02, -0.11], [0.01, 0.38, 2.19], [-1.34, -1.18, -0.65], [2.04, -0.88, -0.60], [1.79, 0.46, -0.07], [-1.70, 1.27, -0.60], [-2.16, 1.19, -1.58], [2.61, -1.48, 0.06], [-2.25, -1.29, -1.37], [1.06, -1.37, -0.75], [0.97, 0.50, 2.71], [-0.83, 1.89, -0.78], [-2.33, 1.80, 0.15], [-0.99, 0.19, 2.73], [2.56, -1.00, -1.63], [-0.81, -2.10, -0.39]],
  "lowdin_charge": [0.153, -0.168, -0.420, 0.017, 0.031, -0.048, -0.316, -0.056, 0.081, 0.073, 0.101, 0.045, 0.061, 0.074, 0.096, 0.093, 0.127, 0.055],
  "gap_ev": 9.0
}

---

Version 4
{
  "formula": "C7H10O",
  "method": "ωB97M-V with the def2-TZVPD basis set",
  "elements": ["O", "C", "C", "C", "C", "C", "C", "C", "H", "H", "H", "H", "H", "H", "H", "H", "H", "H"],
  "xyz": [[-0.01, 1.60, -0.14], [0.60, -0.64, 0.22], [-0.92, -0.45, 0.26], [1.35, -0.10, 1.44], [-1.28, 1.11, 0.07], [1.58, -0.65, -1.04], [0.52, 0.44, -0.92], [-1.82, -1.38, 0.06], [2.44, 0.25, 1.07], [1.30, -1.38, -1.88], [0.55, 0.55, 2.07], [-1.67, -2.54, -0.26], [-1.72, 1.63, 0.94], [-2.89, -1.23, -0.08], [-1.85, 1.58, -0.95], [-0.26, -0.07, -1.45], [1.31, -1.35, 1.92], [2.68, -0.19, -0.80]],
  "lowdin_charge": [-0.134, -0.392, -0.292, -0.057, -0.174, 0.016, -0.237, 0.017, 0.108, 0.127, 0.117, 0.117, 0.117, 0.049, 0.189, 0.111, 0.166, 0.152],
  "gap_ev": 9.1,
  "smiles": "C=C1CO[C@H]2C[C@]12C"
}

---

Most stable = version 2

---

Version 1
{
  "formula": "C7H10O",
  "method": "ωB97M-V with the def2-TZVPD basis set",
  "elements": ["O", "C", "C", "C", "C", "C", "C", "C", "H", "H", "H", "H", "H", "H", "H", "H", "H", "H"],
  "xyz": [[-2.39, 0.94, -0.52], [1.11, 1.96, 0.34], [-1.17, -0.86, 0.65], [-2.28, -0.50, -0.49], [1.93, 0.89, -0.28], [1.39, -0.45, -0.02], [0.11, -0.66, 0.90], [2.02, -1.53, -0.54], [2.09, -2.52, -0.16], [-1.92, -1.18, -1.45], [2.80, 0.97, -0.93], [0.18, -0.73, 2.11], [1.23, 3.22, 0.35], [-1.50, 1.25, -0.15], [-3.57, -0.88, -0.12], [2.66, -1.13, -1.42], [0.22, 1.72, 0.99], [-1.66, -1.44, 1.52]],
  "lowdin_charge": [-0.135, 0.010, -0.141, -0.247, -0.111, -0.339, -0.127, 0.057, 0.054, 0.135, 0.091, 0.150, 0.116, 0.075, 0.186, 0.089, 0.028, 0.108],
  "gap_ev": 8.8
}

---

Version 2
{
  "formula": "C7H10O",
  "method": "ωB97M-V with the def2-TZVPD basis set",
  "elements": ["O", "C", "C", "C", "C", "C", "C", "C", "H", "H", "H", "H", "H", "H", "H", "H", "H", "H"],
  "xyz": [[-0.80, -0.93, 1.13], [-2.42, 0.68, 0.00], [1.44, 0.10, 0.00], [-1.00, 0.10, 0.20], [-0.53, -1.25, -0.21], [2.58, 0.20, 0.67], [0.92, -1.14, -0.72], [0.35, 1.09, 0.17], [-2.54, 1.16, -0.90], [2.84, 1.11, 1.23], [0.08, 1.66, -0.71], [-2.58, 1.32, 0.74], [-3.26, 0.03, -0.15], [-1.02, -1.95, -0.77], [3.29, -0.51, 0.55], [0.97, -1.18, -1.88], [0.24, 1.45, 1.17], [1.46, -1.96, -0.52]],
  "lowdin_charge": [0.043, 0.020, -0.307, -0.354, -0.222, 0.070, -0.077, -0.025, 0.052, 0.083, 0.116, 0.033, 0.085, 0.119, 0.025, 0.158, 0.116, 0.064],
  "gap_ev": 10.3,
  "smiles": "C=C1C[C@H]2O[C@@]2(C)C1"
}

---

Most stable = version 2

---

Version 1
{
  "formula": "C7H10O",
  "method": "ωB97M-V with the def2-TZVPD basis set",
  "elements": ["O", "C", "C", "C", "C", "C", "C", "C", "H", "H", "H", "H", "H", "H", "H", "H", "H", "H"],
  "xyz": [[-4.20, 2.14, 0.37], [-3.75, -1.24, 0.80], [-4.08, -0.20, 0.30], [5.02, -1.18, 0.99], [-5.84, 0.98, -0.95], [-4.59, 1.11, -0.11], [5.22, 0.10, 0.25], [4.56, 0.43, -0.86], [3.77, -0.19, -1.24], [-6.62, 0.47, -0.38], [4.89, -0.99, 2.05], [-5.65, 0.36, -1.83], [4.15, -1.72, 0.63], [-6.21, 1.96, -1.23], [5.88, -1.84, 0.86], [-3.48, -2.15, 1.27], [6.08, 0.69, 0.55], [4.84, 1.28, -1.46]],
  "lowdin_charge": [0.101, 0.152, -0.046, -0.125, -0.023, -0.476, -0.248, -0.019, 0.050, 0.092, 0.068, 0.086, 0.068, 0.084, 0.073, 0.030, 0.088, 0.044],
  "gap_ev": 9.9,
  "smiles": "C#CC(C)=O.C=CC"
}

---

Version 2
{
  "formula": "C7H10O",
  "method": "ωB97M-V with the def2-TZVPD basis set",
  "elements": ["O", "C", "C", "C", "C", "C", "C", "C", "H", "H", "H", "H", "H", "H", "H", "H", "H", "H"],
  "xyz": [[0.02, -0.20, -1.72], [1.23, -0.38, 0.38], [-0.05, 1.64, 0.25], [0.88, -1.12, -0.96], [1.14, 1.14, 0.25], [-0.16, -0.61, 1.09], [-1.10, 0.46, 0.44], [-1.29, 0.01, -0.92], [1.99, 1.81, 0.29], [-0.09, -0.49, 2.15], [-1.99, -0.87, -0.94], [0.29, -2.05, -0.87], [-1.86, 1.06, 1.04], [1.76, -1.11, -1.56], [-0.41, 2.60, 0.33], [-0.59, -1.65, 1.08], [-1.88, 0.70, -1.34], [2.11, -0.94, 0.99]],
  "lowdin_charge": [-0.147, -0.212, -0.039, -0.149, -0.080, -0.148, -0.254, -0.170, 0.108, 0.093, 0.143, 0.121, 0.164, 0.105, 0.085, 0.119, 0.077, 0.183],
  "gap_ev": 10.4,
  "smiles": "C1=C[C@H]2COC[C@@H]1C2"
}

---

Most stable = version 1